Entry from the OMol25 dataset: a 2-piece molecular cluster, C4O3 overall (the ωB97M-V functional and the def2-TZVPD basis).

The geometry in ORCA input format:
```
! wB97M-V def2-TZVPD RIJCOSX def2/J DEFGRID3
* xyz 0 1
C -0.94340 -2.87865 -0.58437
C -0.24134 -2.04651 0.09554
C -0.22071 2.26601 -0.53953
C 0.61649 -1.31802 0.74758
O 0.39988 2.84633 -1.30165
O 1.25364 -0.59991 1.36308
O -0.86456 1.73073 0.21934
*
```

Results
LUMO level in Eh: -0.033
Energy above the lowest of the compared OMol25 structures with the same formula, charge and spin in kJ/mol: 146.4
E_HOMO in eV: -11.442

natural (NBO) atomic charge list, values in e, 4 entries: 0.2699, -0.7243, 1.0185, 0.8289

***

Entry from the OMol25 dataset: C11H28NO20S4V2 as an isolated structure (the ωB97M-V functional and the def2-TZVPD basis).

The geometry in ORCA input format:
```
! wB97M-V def2-TZVPD RIJCOSX def2/J DEFGRID3
* xyz 1 1
O -3.85676 0.41806 -2.19721
V -2.63766 0.14968 -1.20415
O -2.89056 -1.18826 -0.39611
O 3.00254 1.72905 1.41315
V 2.88118 2.91211 0.34192
O 3.31120 2.27734 -0.98350
N -0.28402 1.43618 -0.51878
O -0.72066 0.52396 0.16765
O 0.43723 2.33990 -0.00519
O -0.83844 1.57714 -1.62977
C 3.77125 -2.46422 -1.70282
C 4.19928 -3.28260 -0.48299
O 3.12369 -3.31899 0.41520
S 1.77398 -2.72361 -0.29349
O 1.65303 -1.34235 0.05532
O 0.67351 -3.59887 -0.16941
O 2.40296 -2.82589 -1.82220
H 4.40549 -2.71762 -2.54800
H 3.80803 -1.38533 -1.53266
H 5.14730 -2.94674 -0.05285
H 4.48503 -4.30913 -0.73658
O -4.96252 3.15901 1.73262
S -3.65518 2.86955 1.20507
O -3.55513 1.76559 0.26869
O -3.15716 4.21009 0.41386
C -3.31005 5.43511 1.12121
C -2.90055 6.63735 0.29311
C -2.42614 2.73742 2.50837
H -2.77035 5.43756 2.06994
H -4.37382 5.61076 1.29129
H -1.99181 6.50420 -0.29886
H -2.92403 7.59151 0.81205
H -3.63129 6.75263 -0.51491
H -2.65350 1.82850 3.06042
H -2.47004 3.59578 3.17612
H -1.43172 2.78712 2.06823
O -1.62431 -1.58364 5.24191
S -0.88604 -1.04188 4.12536
O -0.90089 0.39468 3.88235
O 0.66813 -1.48156 4.31285
C 1.72969 -0.78303 3.61703
C 2.81504 -0.45616 4.57723
C -1.34825 -1.83866 2.53470
H 1.44014 0.09990 3.05049
H 2.11030 -1.55250 2.94181
H 2.60091 0.48500 5.08807
H 3.68790 -0.27726 3.93978
H 3.07162 -1.22318 5.30299
H -1.76083 -2.82942 2.68704
H -0.34466 -1.83946 2.11923
H -1.97297 -1.15682 1.97100
O -1.28619 -1.09790 -2.74025
S -1.21199 -2.19658 -3.68716
O -1.89700 -2.24626 -4.93703
O 0.38162 -2.38414 -3.92709
C 1.04274 -1.21148 -4.42248
C 2.29782 -1.58460 -5.22592
C -1.49096 -3.75361 -2.80664
H 1.37137 -0.55700 -3.61711
H 0.38393 -0.76164 -5.16716
H 2.10889 -2.24188 -6.07377
H 3.02023 -2.16536 -4.64602
H 2.75746 -0.64105 -5.51543
H -2.44250 -3.74564 -2.28749
H -0.59456 -3.89614 -2.19996
H -1.36091 -4.61475 -3.46303
*
```

Results
LUMO level in Eh: -0.255
Energy above the lowest of the compared OMol25 structures with the same formula, charge and spin in kJ/mol: 0.0
E_HOMO in eV: -13.073

Mulliken atomic charge list, values in e, 4 entries: -0.4347, 1.5099, -0.5507, -0.4451

***

Entry from the OMol25 dataset: C3H8N3O3P as an isolated structure (the ωB97M-V functional and the def2-TZVPD basis).

The geometry in ORCA input format:
```
! wB97M-V def2-TZVPD RIJCOSX def2/J DEFGRID3
* xyz 0 1
C -1.29794 -1.13397 -0.14516
C -2.59436 -1.20137 0.68077
C -0.96630 0.19194 -0.74133
N 2.55123 -0.70557 -0.72909
N 1.65700 2.27521 -0.56965
N 2.01335 -0.26211 0.35751
O -0.44187 -1.99498 -0.19446
O 3.00523 -1.82748 -0.73038
O 0.63317 1.52439 1.78110
P 0.92130 1.04020 0.38480
H -2.55844 -0.24506 1.22376
H -3.36484 -1.26043 -0.08761
H -2.36169 -2.05543 1.34443
H -0.63325 0.18018 -1.78891
H -1.73822 0.92394 -0.36435
H 2.07615 2.19284 -1.43072
H 1.35267 3.14180 -0.21198
H 1.74682 -0.78411 1.22127
*
```

Results
LUMO level in Eh: -0.011
Energy above the lowest of the compared OMol25 structures with the same formula, charge and spin in kJ/mol: 328.7
E_HOMO in eV: -9.810

natural (NBO) atomic charge list, values in e, 4 entries: 0.5463, -0.7189, -0.6838, 0.2325

***

Entry from the OMol25 dataset: a 2-piece molecular cluster, C6H13IO8PS overall (the ωB97M-V functional and the def2-TZVPD basis).

The geometry in ORCA input format:
```
! wB97M-V def2-TZVPD RIJCOSX def2/J DEFGRID3
* xyz -1 1
C -3.35109 2.64022 0.06163
C -2.63983 2.03810 -1.13908
O -1.25334 2.31917 -1.14621
C -0.52489 1.63401 -0.14882
C 0.81499 1.27835 -0.77460
O 1.76889 0.67275 0.10119
C 1.39352 -0.52194 0.74820
P 0.70158 0.01478 2.43954
O 2.18507 0.04074 3.15632
I -0.27769 -2.11131 3.15510
C 2.64166 -1.39904 0.86102
O 2.64646 -2.16212 -0.34832
S 1.16893 -2.52248 -0.80286
O 1.00921 -2.26157 -2.17750
O 0.74594 -3.70713 -0.16683
O 0.48040 -1.25465 -0.00284
H -3.03152 3.67801 0.17351
H -4.43181 2.61400 -0.07055
H -3.09175 2.11861 0.98418
H -3.02864 2.47434 -2.05929
H -2.79706 0.95480 -1.19268
H -1.06427 0.73016 0.15758
H -0.38754 2.26354 0.73693
H 0.65402 0.64923 -1.65131
H 1.28685 2.20068 -1.10882
H 2.11428 0.40565 4.04714
H 2.58096 -2.07916 1.70854
H 3.54648 -0.80653 0.90471
O 0.17019 -5.40371 -3.35469
H -0.03001 -4.49748 -3.09119
*
```

Results
LUMO level in Eh: 0.062
E_HOMO in eV: -1.598

natural (NBO) atomic charge list, values in e, 4 entries: -0.6422, -0.0571, -0.5372, -0.1039

***

Entry from the OMol25 dataset: C30H34F12FeN3O4P as an isolated structure (the ωB97M-V functional and the def2-TZVPD basis).

The geometry in ORCA input format:
```
! wB97M-V def2-TZVPD RIJCOSX def2/J DEFGRID3
* xyz -2 5
Fe 0.34100 0.05801 0.16669
C -4.65421 -0.65130 -3.95874
C -3.83538 -0.25640 -2.75671
C -3.63565 1.07448 -2.41285
C -2.84834 1.41681 -1.33294
C -2.34116 0.44935 -0.45441
N -1.52297 0.78501 0.62111
C -1.94142 1.62329 1.59008
C -3.29790 2.05115 1.65312
C -3.77980 2.91376 2.61166
C -2.95235 3.41000 3.60915
C -3.44049 4.37147 4.66099
C -1.63916 2.95528 3.60430
C -1.10302 2.07987 2.66404
C 0.37405 1.64186 2.87580
O 0.90563 0.71217 2.05862
C 0.53053 1.04578 4.32122
F 1.73487 0.46648 4.48946
F -0.39010 0.09772 4.53643
F 0.42432 1.92647 5.35614
C 1.28552 2.91040 2.74408
F 1.15513 3.43441 1.51742
F 2.59174 2.60492 2.90220
F 1.05124 3.92316 3.61715
C -2.50793 -0.91730 -0.81394
C -3.25624 -1.22338 -1.94930
C -1.75338 -2.01385 -0.01985
O -0.43144 -1.76186 0.16496
C -2.46260 -2.27652 1.35494
F -1.76074 -3.13181 2.12115
F -3.69361 -2.84027 1.18789
F -2.65761 -1.18053 2.08064
C -1.76707 -3.38978 -0.77502
F -2.97729 -3.96490 -0.99974
F -1.18804 -3.26290 -1.98619
F -1.05538 -4.31701 -0.11222
H -4.99274 0.23240 -4.50318
H -5.53973 -1.22744 -3.67408
H -4.07773 -1.26839 -4.65373
H -4.04915 1.85530 -3.04538
H -2.89289 2.43407 -0.97156
H -3.98410 1.65451 0.91765
H -4.82975 3.19760 2.58675
H -4.51029 4.56077 4.54243
H -2.92981 5.33848 4.60539
H -3.28538 3.98492 5.67324
H -1.00348 3.30700 4.40398
H -3.41486 -2.25357 -2.23308
C 3.94764 2.47977 -1.04594
C 2.57131 1.88208 -1.00045
N 2.24997 0.95822 -0.17472
O 3.24504 0.54869 0.72618
C 1.53057 2.41093 -1.85785
C 1.74113 3.63481 -2.69758
N 0.34493 1.83585 -1.74604
O -0.64206 2.34249 -2.36376
H 4.66523 1.83757 -0.54494
H 3.94071 3.44863 -0.53990
H 4.25117 2.64654 -2.08091
H 2.67594 0.46856 1.52922
H 2.30778 4.40641 -2.16866
H 0.75505 4.02311 -2.95094
H 2.27195 3.42716 -3.63680
C 0.29322 -1.14356 -5.32691
C 0.14668 -0.61820 -3.90248
P 1.44015 -1.06580 -2.66565
C 1.69296 -2.87756 -3.00485
C 2.13430 -3.61506 -1.73976
C 2.96090 -0.38179 -3.47180
C 4.22202 -0.73689 -2.68613
H -0.54002 -0.80697 -5.95024
H 0.30285 -2.23568 -5.35645
H 1.21509 -0.79185 -5.79648
H -0.79973 -0.95133 -3.46554
H 0.08403 0.47289 -3.88928
H 2.40583 -3.02307 -3.82519
H 0.73814 -3.28396 -3.34023
H 3.10492 -3.25876 -1.38713
H 2.21130 -4.69343 -1.90962
H 1.41563 -3.43994 -0.93746
H 2.82394 0.70294 -3.51135
H 3.05219 -0.73456 -4.50512
H 4.14242 -0.41309 -1.64694
H 5.11110 -0.27558 -3.12566
H 4.38442 -1.81767 -2.67872
*
```

Results
LUMO level (spin up / spin down) in Eh: 0.169 / 0.169
Expectation value of S²: 6.01
Energy above the lowest of the compared OMol25 structures with the same formula, charge and spin in kJ/mol: 0.0
E_HOMO (spin up / spin down) in eV: -1.014 / -1.061

Mulliken atomic charge list, values in e, 4 entries: 0.9841, -1.6845, 1.0867, -0.9719

***

| no. | molar mass (g/mol) | largest force on an atom (hartree/bohr) |
| --- | --- | --- |
| 1 | 96.0 | 0.0687 |
| 2 | 724.5 | 0.0897 |
| 3 | 165.1 | 0.0937 |
| 4 | 403.1 | 0.0092 |
| 5 | 815.4 | 0.0347 |